[1]
# C2H9N5

The ion C2H9N5 with charge +2 (ωB97M-V/def2-TZVPD, the Open Molecules 2025 dataset).

Calculated values
Highest occupied orbital energy (eV): -18.2748
SMILES: N/C=[NH+]/C(N)=N\[NH3+]
LUMO level (eV): -7.78
HOMO-LUMO gap (eV): 10.50

ORCA input file:
```
! RIJCOSX wB97M-V def2-TZVPD def2/J DEFGRID3
* xyz 2 1
N -1.390 2.397 -0.292
C -0.762 1.488 0.305
N -0.620 0.275 -0.215
C -0.010 -0.852 0.436
N -0.732 -1.662 1.250
N 1.079 -1.380 0.138
N 1.945 -1.055 -0.861
H -1.279 3.412 0.018
H -1.915 2.430 -1.208
H -0.237 1.718 1.217
H -1.203 0.163 -1.113
H -0.183 -2.519 1.551
H -1.428 -1.558 1.970
H 2.066 -1.838 -1.577
H 1.736 -0.063 -1.142
H 2.932 -0.956 -0.476
*
```

[2]
# C3H6ClNS

An isolated molecule of C3H6ClNS (ωB97M-V/def2-TZVPD, the Open Molecules 2025 dataset).

Calculated values
Highest occupied orbital energy (eV): -8.4085
SMILES: CNC(=S)CCl
LUMO level (eV): 0.66
HOMO-LUMO gap (eV): 9.07

ORCA input file:
```
! RIJCOSX wB97M-V def2-TZVPD def2/J DEFGRID3
* xyz 0 1
C 0.885 -1.643 0.383
N 0.012 -0.501 0.306
C 0.263 0.665 -0.198
S 1.808 1.014 -0.738
C -0.918 1.668 -0.285
Cl -2.445 0.822 -0.642
H 0.292 -2.299 1.055
H 1.042 -2.059 -0.671
H 1.838 -1.457 0.830
H -0.978 -0.718 0.493
H -0.996 2.197 0.599
H -0.802 2.310 -1.132
*
```

[3]
# C34H39N5O2P2S2Tc

A structure of composition C34H39N5O2P2S2Tc (ωB97M-V/def2-TZVPD, the Open Molecules 2025 dataset).

Calculated values
Highest occupied orbital energy (spin up / spin down) (eV): -13.2720 / -13.2692
LUMO level (spin up / spin down) (eV): -7.53 / -9.06
HOMO-LUMO gap (spin up / spin down) (eV): 5.75 / 4.21

ORCA input file:
```
! RIJCOSX wB97M-V def2-TZVPD def2/J DEFGRID3
* xyz 2 4
Tc 0.214 1.321 -1.245
C -1.183 1.694 -3.310
C -1.089 0.347 -3.443
C -0.341 -0.334 -4.572
C 1.051 0.333 -4.721
C 1.524 0.863 -3.375
C 1.249 2.114 -2.653
C 0.590 3.267 -3.371
C -0.544 2.739 -4.201
C 0.969 1.802 1.058
H -2.019 2.166 -2.761
H -1.905 -0.266 -3.082
H -0.896 -0.201 -5.517
H -0.266 -1.430 -4.400
H 1.762 -0.430 -5.094
H 1.044 1.054 -5.563
H 2.478 0.377 -3.105
H 2.250 2.461 -2.370
H 1.326 3.771 -3.998
H 0.191 4.064 -2.686
H -1.287 3.518 -4.454
H -0.147 2.381 -5.159
H 0.318 2.306 1.783
H 1.930 2.332 1.217
H 1.112 0.873 1.615
P 1.674 -0.345 -0.652
P -1.334 -0.575 -0.425
N 3.324 0.448 -0.960
N 2.420 -1.390 0.669
N -2.976 0.383 -0.914
N -2.554 -1.848 0.308
C 1.106 -1.675 -1.749
C -0.405 -1.906 -1.501
C 3.539 1.823 -0.859
C 4.798 2.131 -1.357
C 5.366 0.907 -1.818
C 4.448 -0.115 -1.539
C 3.291 -0.869 1.624
C 4.051 -1.909 2.148
C 3.612 -3.122 1.527
C 2.612 -2.774 0.621
C -2.735 1.733 -0.660
C -3.789 2.494 -1.173
C -4.680 1.604 -1.839
C -4.162 0.293 -1.663
C -3.852 -2.274 0.066
C -4.234 -3.167 1.054
C -3.123 -3.314 1.934
C -2.127 -2.489 1.458
H 1.728 -2.571 -1.763
H 1.250 -1.235 -2.744
H -0.912 -1.804 -2.463
H -0.663 -2.887 -1.090
H 2.777 2.518 -0.464
H 5.187 3.135 -1.386
H 6.347 0.805 -2.232
H 4.514 -1.169 -1.645
H 3.264 0.177 1.837
H 4.835 -1.809 2.856
H 3.969 -4.125 1.699
H 2.030 -3.394 -0.040
H -1.791 2.064 -0.201
H -3.862 3.565 -1.106
H -5.562 1.858 -2.384
H -4.561 -0.626 -2.045
H -4.413 -1.960 -0.807
H -5.173 -3.679 1.131
H -3.054 -3.951 2.788
H -1.132 -2.251 1.835
O 0.271 2.646 6.173
S 0.569 1.444 5.444
O 1.918 0.902 5.578
N 0.088 1.499 3.859
C -0.823 0.581 3.492
S -1.511 0.568 2.000
C -1.283 -0.243 4.620
C -2.281 -1.214 4.688
C -2.513 -1.863 5.920
C -1.822 -1.495 7.084
C -0.892 -0.474 7.017
C -0.632 0.137 5.796
H -2.866 -1.473 3.790
H -3.255 -2.667 5.957
H -2.040 -2.011 8.028
H -0.308 -0.164 7.884
*
```

[4]
# C30H72F10N2O16Zr

A structure of composition C30H72F10N2O16Zr (ωB97M-V/def2-TZVPD, the Open Molecules 2025 dataset).

Calculated values
Highest occupied orbital energy (eV): -8.1442
LUMO level (eV): 0.28
HOMO-LUMO gap (eV): 8.43

ORCA input file:
```
! RIJCOSX wB97M-V def2-TZVPD def2/J DEFGRID3
* xyz 0 1
Zr -1.465 -1.465 0.033
C -2.188 -4.540 1.736
O -0.855 -4.932 2.007
O -1.941 -3.549 0.777
C -3.307 -5.711 1.619
F -3.086 -6.792 0.787
F -3.599 -6.128 2.911
F -4.429 -5.138 1.078
C -0.551 -5.458 3.297
C 0.898 -5.782 3.238
H 1.482 -4.917 2.923
H 1.323 -6.008 4.216
H 1.151 -6.624 2.593
H -0.950 -6.443 3.539
H -0.743 -4.610 3.954
H -2.445 -3.855 2.545
C -0.128 -2.908 -2.994
O 0.448 -3.926 -2.268
O -0.607 -1.966 -2.014
C 1.012 -2.427 -4.096
F 1.019 -3.220 -5.127
F 0.755 -1.220 -4.574
F 2.229 -2.277 -3.742
C 0.582 -5.180 -2.861
C -0.593 -6.038 -2.313
H -0.626 -7.067 -2.671
H -0.333 -6.044 -1.255
H -1.565 -5.574 -2.484
H 1.437 -5.711 -2.443
H 0.675 -5.253 -3.945
H -0.998 -3.221 -3.571
C -0.730 -0.408 3.526
O 0.246 -1.338 3.891
O -1.005 -0.684 2.139
C -1.972 -0.442 4.524
F -1.826 0.296 5.603
F -3.104 -0.082 3.878
F -2.316 -1.627 5.070
C 0.742 -1.331 5.289
C 1.579 -2.436 5.696
H 2.154 -2.297 6.611
H 0.945 -3.323 5.713
H 2.253 -2.780 4.911
H -0.070 -1.363 6.015
H 1.231 -0.372 5.455
H -0.386 0.627 3.522
F -2.372 0.512 -0.328
O -4.896 -3.927 -2.368
H -5.511 -4.206 -1.690
H -5.406 -3.949 -3.178
O -3.831 -1.305 1.388
H -4.597 -1.839 1.598
H -3.806 -0.639 2.076
O 0.474 0.060 -0.337
H 0.941 0.658 0.246
H 1.148 -0.269 -0.933
O -5.782 -0.320 -2.588
H -6.487 0.168 -3.014
H -5.074 0.317 -2.490
O 2.913 -0.903 -1.553
H 2.876 -1.402 -2.370
H 3.841 -0.699 -1.438
O 0.560 -2.317 0.510
H 0.800 -2.659 1.371
H 1.253 -2.627 -0.073
O -3.397 -2.081 -1.233
H -3.805 -2.889 -1.547
H -4.051 -1.402 -1.401
O -3.763 1.562 -2.587
H -3.180 1.589 -1.828
H -3.266 1.987 -3.286
C 0.639 3.191 -4.211
C -0.541 2.701 -3.375
C -0.391 3.198 -1.821
C -0.778 4.708 -1.613
C -2.192 5.011 -2.247
C -2.300 4.602 -3.663
N -1.823 3.205 -3.883
O -2.270 2.633 -5.088
C -3.753 4.847 -3.937
C -1.580 5.602 -4.528
C -0.587 1.151 -3.441
H 0.436 2.900 -5.241
H 1.614 2.812 -3.904
H 0.825 4.265 -4.233
H -0.955 2.563 -1.139
H 0.661 3.084 -1.562
H 0.020 5.341 -2.000
H -0.763 4.953 -0.551
H -2.557 6.037 -2.205
H -2.846 4.445 -1.584
H -4.032 5.901 -3.954
H -3.927 4.541 -4.969
H -4.524 4.303 -3.391
H -1.450 5.277 -5.560
H -2.065 6.575 -4.601
H -0.564 5.858 -4.227
H 0.434 0.829 -3.241
H -0.742 0.716 -4.428
H -1.225 0.745 -2.655
H -1.535 2.861 -5.661
C 4.909 0.506 1.869
C 4.233 1.403 2.934
C 5.126 2.506 3.471
C 5.310 3.665 2.504
C 4.036 4.324 2.104
C 2.990 3.297 1.543
N 2.971 2.021 2.381
O 2.117 1.104 1.886
C 1.692 4.097 1.721
C 3.330 3.084 0.125
C 3.704 0.507 4.147
H 5.959 0.325 2.098
H 4.897 0.958 0.877
H 4.336 -0.421 1.848
H 4.726 2.926 4.394
H 6.132 2.093 3.544
H 5.765 3.362 1.561
H 5.977 4.386 2.976
H 4.274 4.986 1.271
H 3.593 4.859 2.943
H 0.864 3.418 1.516
H 1.521 4.251 2.786
H 1.548 5.004 1.134
H 2.732 2.249 -0.242
H 3.210 3.912 -0.573
H 4.357 2.730 0.032
H 4.517 0.188 4.799
H 3.166 -0.423 3.968
H 3.152 1.082 4.891
H 1.698 0.870 2.718
*
```

[5]
# C16H46N4O5

A cluster of 5 separate species, C16H46N4O5 in total (ωB97M-V/def2-TZVPD, the Open Molecules 2025 dataset).

Calculated values
Highest occupied orbital energy (eV): -9.0675
SMILES: COC[C@H](C)N.COC[C@H](C)N.COC[C@H](C)N.COC[C@H](C)N.O
LUMO level (eV): 0.56
HOMO-LUMO gap (eV): 9.63

ORCA input file:
```
! RIJCOSX wB97M-V def2-TZVPD def2/J DEFGRID3
* xyz 0 1
C -2.576 2.560 6.429
O -3.135 1.300 6.101
C -4.144 0.852 6.989
C -4.576 -0.589 6.614
C -5.736 -1.114 7.484
N -3.516 -1.553 6.675
H -2.037 2.887 5.541
H -1.877 2.455 7.259
H -3.423 3.196 6.686
H -3.721 0.784 7.991
H -5.044 1.463 6.920
H -4.825 -0.591 5.553
H -6.074 -2.094 7.147
H -6.606 -0.460 7.426
H -5.353 -1.191 8.501
H -2.916 -1.301 5.903
H -3.917 -2.409 6.322
C 0.975 0.516 -4.527
O 1.316 1.167 -5.682
C 0.879 2.447 -6.043
C -0.652 2.403 -6.277
C -1.152 1.506 -7.391
N -1.151 3.721 -6.689
H 1.640 -0.347 -4.495
H -0.065 0.235 -4.688
H 1.156 1.259 -3.750
H 1.109 3.165 -5.256
H 1.458 2.715 -6.927
H -1.128 2.129 -5.336
H -0.905 1.849 -8.396
H -2.233 1.371 -7.360
H -0.720 0.530 -7.169
H -0.455 4.012 -7.362
H -2.062 3.626 -7.113
C -3.613 -5.353 -3.907
O -4.116 -5.755 -2.575
C -3.247 -5.300 -1.555
C -1.949 -6.100 -1.409
C -2.133 -7.649 -1.342
N -1.279 -5.756 -0.133
H -4.298 -5.465 -4.747
H -2.743 -5.982 -4.096
H -3.247 -4.328 -3.956
H -3.075 -4.225 -1.508
H -3.883 -5.491 -0.690
H -1.282 -5.840 -2.231
H -2.500 -8.022 -2.298
H -2.787 -7.949 -0.523
H -1.181 -8.164 -1.212
H -1.873 -6.048 0.630
H -1.333 -4.750 -0.063
C 7.489 5.950 -1.110
O 7.617 4.891 -0.119
C 6.302 4.435 0.317
C 6.578 3.422 1.486
C 7.206 2.078 1.072
N 5.419 3.000 2.290
H 6.750 6.688 -0.795
H 7.206 5.579 -2.095
H 8.464 6.429 -1.206
H 5.715 5.238 0.763
H 5.594 3.985 -0.379
H 7.338 3.827 2.154
H 8.148 1.974 0.535
H 6.494 1.480 0.503
H 7.357 1.299 1.820
H 5.196 3.775 2.899
H 5.670 2.277 2.950
O 0.340 -0.533 2.976
H 1.204 -0.141 2.845
H -0.080 0.025 3.630
*
```

[6]
# C14H21NO4

An isolated molecule of C14H21NO4 (ωB97M-V/def2-TZVPD, the Open Molecules 2025 dataset).

Calculated values
Highest occupied orbital energy (eV): -9.9413
SMILES: O=C(O)CCCCCN1C(=O)[C@H]2CCCC[C@H]2C1=O
LUMO level (eV): 0.85
HOMO-LUMO gap (eV): 10.79

ORCA input file:
```
! RIJCOSX wB97M-V def2-TZVPD def2/J DEFGRID3
* xyz 0 1
O 0.957 -1.280 0.425
C 0.342 -2.101 1.060
O -0.016 -1.915 2.324
C -0.134 -3.409 0.483
C -1.625 -3.317 0.105
C -1.995 -1.982 -0.560
C -2.569 -0.996 0.460
C -2.599 0.448 -0.031
N -1.289 1.060 -0.171
C -0.404 1.301 0.857
O -0.474 0.830 1.967
C 0.578 2.344 0.355
C 1.969 2.329 0.984
C 2.895 1.297 0.351
C 2.912 1.466 -1.164
C 1.518 1.171 -1.704
C 0.501 2.189 -1.165
C -0.882 1.614 -1.375
O -1.532 1.583 -2.386
H 0.134 -0.984 2.588
H 0.460 -3.612 -0.409
H 0.012 -4.205 1.212
H -2.231 -3.446 1.003
H -1.848 -4.146 -0.567
H -1.113 -1.553 -1.037
H -2.737 -2.149 -1.344
H -3.595 -1.286 0.698
H -2.000 -1.031 1.387
H -3.177 1.053 0.677
H -3.064 0.512 -1.019
H 0.100 3.295 0.633
H 1.860 2.133 2.053
H 2.410 3.322 0.866
H 3.900 1.417 0.761
H 2.545 0.293 0.586
H 3.625 0.771 -1.608
H 3.215 2.482 -1.428
H 1.500 1.198 -2.794
H 1.234 0.169 -1.378
H 0.616 3.137 -1.695
*
```

[7]
# C22H25F17N4O9

A cluster of 4 separate species, C22H25F17N4O9 in total (ωB97M-V/def2-TZVPD, the Open Molecules 2025 dataset).

Calculated values
Highest occupied orbital energy (eV): -10.6670
SMILES: FC(F)(F)C(F)(F)C(F)(F)C(F)(F)C(F)(F)C(F)(F)C(F)(F)C(F)(F)c1nncnn1.CCOC(=O)OC.CCOC(=O)OC.CCOC(=O)OC
LUMO level (eV): -1.62
HOMO-LUMO gap (eV): 9.05

ORCA input file:
```
! RIJCOSX wB97M-V def2-TZVPD def2/J DEFGRID3
* xyz 0 1
F 1.710 -5.513 1.446
C 1.805 -4.125 1.213
F 1.704 -3.961 -0.157
F 3.070 -3.768 1.692
C 0.620 -3.456 2.057
F -0.481 -4.341 1.982
F 1.030 -3.514 3.407
C 0.229 -1.967 1.600
F 1.466 -1.272 1.519
F -0.294 -1.973 0.315
C -0.643 -1.191 2.695
F -1.447 -2.085 3.439
F 0.309 -0.748 3.657
C -1.377 0.123 2.225
F -1.781 0.847 3.368
F -0.377 0.946 1.636
C -2.561 0.038 1.196
F -2.174 0.120 -0.164
F -3.339 1.211 1.387
C -3.588 -1.166 1.299
F -4.423 -1.025 0.154
F -3.000 -2.441 1.106
C -4.609 -1.124 2.525
F -5.637 -0.169 2.364
F -4.033 -0.886 3.768
C -5.374 -2.550 2.519
N -6.423 -2.622 1.637
N -7.016 -3.788 1.598
C -6.475 -4.731 2.452
N -5.443 -4.638 3.366
N -4.856 -3.469 3.399
H -6.966 -5.762 2.393
C 3.542 -1.102 4.465
C 4.696 -1.954 3.988
O 5.790 -1.930 4.914
C 5.623 -2.658 6.028
O 4.654 -3.321 6.302
O 6.712 -2.501 6.793
C 6.619 -3.146 8.062
H 3.874 -0.083 4.678
H 2.757 -1.070 3.709
H 3.111 -1.493 5.389
H 5.076 -1.549 3.047
H 4.380 -2.983 3.795
H 6.377 -4.205 7.953
H 5.873 -2.643 8.682
H 7.590 -3.062 8.550
C 1.706 -0.403 -2.118
C 1.062 0.638 -1.222
O 1.716 1.907 -1.346
C 1.441 2.595 -2.464
O 0.699 2.242 -3.349
O 2.151 3.729 -2.440
C 2.028 4.510 -3.629
H 2.779 -0.468 -1.919
H 1.255 -1.384 -1.954
H 1.593 -0.147 -3.173
H 1.168 0.333 -0.181
H -0.008 0.737 -1.422
H 0.982 4.719 -3.860
H 2.511 3.997 -4.463
H 2.540 5.457 -3.459
C -3.520 5.910 -8.979
C -2.284 6.547 -8.373
O -1.996 6.000 -7.080
C -1.451 4.772 -7.078
O -1.185 4.114 -8.052
O -1.278 4.398 -5.803
C -0.797 3.059 -5.654
H -4.368 5.993 -8.295
H -3.777 6.391 -9.924
H -3.367 4.845 -9.168
H -2.462 7.614 -8.226
H -1.415 6.452 -9.030
H 0.119 2.900 -6.227
H -1.569 2.350 -5.960
H -0.576 2.897 -4.600
*
```

[8]
# C6H15AsF8N4O7S2Tl

A structure of composition C6H15AsF8N4O7S2Tl (ωB97M-V/def2-TZVPD, the Open Molecules 2025 dataset).

Calculated values
Highest occupied orbital energy (eV): -13.8503
LUMO level (eV): -10.99
HOMO-LUMO gap (eV): 2.86

ORCA input file:
```
! RIJCOSX wB97M-V def2-TZVPD def2/J DEFGRID3
* xyz 1 1
Tl -0.228 -0.028 0.122
As -0.529 -1.061 4.610
F -0.675 -0.764 2.872
F 1.150 -1.733 4.373
F -0.394 -1.220 6.337
F -2.132 -0.272 4.710
F -1.256 -2.656 4.427
F 0.333 0.600 4.734
N -0.979 -2.659 -0.381
S -0.778 -3.692 -1.444
O -1.563 -3.544 -2.675
O -0.255 -4.970 -1.130
F 0.582 -3.029 -1.970
S -2.154 -3.516 0.436
O -1.672 -4.648 1.263
O -3.433 -3.715 -0.163
F -2.408 -2.311 1.527
O 0.108 -0.021 -2.801
C -0.107 -0.453 -3.926
N 0.331 -1.650 -4.354
C -0.717 0.411 -5.002
H 0.822 -2.101 -3.595
H 0.518 -1.868 -5.321
H -0.748 1.366 -4.477
H -1.702 -0.027 -5.163
H -0.132 0.567 -5.907
O -1.631 2.110 -1.207
C -1.658 3.371 -1.285
N -1.035 4.031 -2.248
C -2.300 4.242 -0.191
H -1.192 4.991 -2.516
H -0.603 3.470 -2.969
H -3.312 4.596 -0.381
H -1.632 5.036 0.143
H -2.386 3.682 0.741
O 2.061 0.474 1.936
C 3.264 0.710 2.202
N 4.206 0.079 1.502
C 3.752 1.417 3.443
H 5.175 0.321 1.648
H 3.827 -0.420 0.711
H 2.922 1.518 4.143
H 4.016 2.455 3.236
H 4.545 0.911 3.992
*
```

[9]
# C4H11BN2

An isolated molecule of C4H11BN2 (ωB97M-V/def2-TZVPD, the Open Molecules 2025 dataset).

Calculated values
Highest occupied orbital energy (spin up / spin down) (eV): -8.6836 / -8.2707
LUMO level (spin up / spin down) (eV): 0.23 / -0.49
HOMO-LUMO gap (spin up / spin down) (eV): 8.91 / 7.79

ORCA input file:
```
! RIJCOSX wB97M-V def2-TZVPD def2/J DEFGRID3
* xyz 0 1
B 0.373 -0.612 0.052
C -2.192 -0.242 -0.208
C -2.105 1.186 0.156
C 1.562 -1.828 -0.095
C 1.643 1.735 0.085
N -0.968 -0.979 0.035
N 0.685 0.733 -0.151
H -3.072 -0.607 0.442
H -2.483 -0.178 -1.212
H -1.392 1.735 -0.507
H -2.389 1.526 1.169
H 1.304 -2.804 0.536
H 2.672 -1.526 0.148
H 1.536 -2.087 -1.203
H 1.436 2.715 -0.366
H 1.801 1.926 1.330
H 2.693 1.314 -0.291
H -1.106 -2.008 0.079
*
```